Entry 1:
A molecular structure, CN2O3S in a non-equilibrium geometry, computed with wB97M-V/def2-TZVPD.

Values from the calculation:
- Gap between HOMO and LUMO: 6.83 eV

ORCA input file:
```
! wB97M-V def2-TZVPD RIJCOSX def2/J DEFGRID3
* xyz 0 1
C -1.299 -0.468 0.125
N 0.965 0.719 -0.007
N -0.123 -0.782 -0.064
O 2.034 0.270 0.047
O 0.426 1.760 -0.045
O 0.697 -1.692 -0.039
S -2.700 0.193 -0.018
*
```

Mulliken population analysis, charges in e, atoms 1 to 2:
1. C 0.456
2. N 0.886

=====

Entry 2:
C5H10O in the gas phase in a non-equilibrium geometry, computed with wB97M-V/def2-TZVPD.

Values from the calculation:
- SMILES string: C=CCCCO
- Gap between HOMO and LUMO: 10.46 eV

ORCA input file:
```
! wB97M-V def2-TZVPD RIJCOSX def2/J DEFGRID3
* xyz 0 1
C -1.958 0.077 -1.905
C -1.386 -0.307 -0.760
C -0.712 0.732 0.080
C 0.821 0.677 -0.095
C 1.526 -0.529 0.485
O 1.261 -0.517 1.924
H -2.072 -0.485 -2.823
H -2.188 1.138 -1.988
H -1.203 -1.328 -0.442
H -0.864 1.747 -0.325
H -0.916 0.772 1.159
H 1.272 1.601 0.290
H 0.967 0.631 -1.185
H 1.056 -1.457 0.149
H 2.602 -0.542 0.320
H 1.612 -1.342 2.270
*
```

Mulliken population analysis, charges in e, atoms 1 to 2:
1. C -0.713
2. C -0.150

=====

Entry 3:
A gas-phase ion, C5H15N2 (charge +1), computed with wB97M-V/def2-TZVPD.

Values from the calculation:
- SMILES string: CC(C)[NH2+]CCN
- Gap between HOMO and LUMO: 11.46 eV

ORCA input file:
```
! wB97M-V def2-TZVPD RIJCOSX def2/J DEFGRID3
* xyz 1 1
C -2.019 -1.131 0.764
C -1.193 0.104 0.443
C -1.945 1.106 -0.421
N 0.041 -0.431 -0.281
C 1.039 0.540 -0.871
C 2.439 0.046 -0.509
N 2.425 -0.326 0.934
H -2.877 -0.893 1.390
H -2.392 -1.608 -0.150
H -1.490 -1.938 1.277
H -0.843 0.511 1.390
H -2.422 0.609 -1.268
H -1.226 1.809 -0.834
H -2.738 1.570 0.143
H 0.590 -0.977 0.412
H -0.301 -1.103 -0.970
H 0.762 1.502 -0.434
H 0.821 0.645 -1.930
H 3.208 0.804 -0.655
H 2.660 -0.823 -1.127
H 3.374 -0.488 1.244
H 2.086 0.474 1.454
*
```

Mulliken population analysis, charges in e, atoms 1 to 2:
1. C -1.466
2. C 0.305

=====

Entry 4:
A molecular structure, C13H13AlN3O2Se in a non-equilibrium geometry, computed with wB97M-V/def2-TZVPD.

Values from the calculation:
- Gap between HOMO and LUMO: 5.68 eV

ORCA input file:
```
! wB97M-V def2-TZVPD RIJCOSX def2/J DEFGRID3
* xyz 1 1
Al -0.019 2.880 -0.318
O 3.069 -3.142 -0.415
C 3.802 -1.941 -0.211
C 2.910 -0.729 -0.264
C 3.482 0.542 -0.317
C 2.645 1.642 -0.344
N 1.300 1.561 -0.318
C 0.725 0.331 -0.260
C 1.511 -0.824 -0.227
C -0.759 0.333 -0.241
C -1.546 -0.819 -0.157
C -2.946 -0.718 -0.162
C -3.797 -1.953 -0.067
O -3.477 -2.862 -1.111
C -3.522 0.548 -0.238
C -2.683 1.644 -0.313
N -1.337 1.561 -0.318
H 3.713 -3.869 -0.388
H 4.564 -1.876 -0.995
H 4.289 -1.996 0.768
H 4.558 0.681 -0.338
H 3.043 2.651 -0.389
H 1.057 -1.807 -0.180
H -1.097 -1.805 -0.090
H -4.861 -1.709 -0.152
H -3.640 -2.449 0.896
H -3.233 -2.335 -1.892
H -4.597 0.689 -0.238
H -3.080 2.654 -0.374
Se -0.019 2.880 4.553
C -0.018 2.880 2.836
N -0.019 2.880 1.579
H -0.019 4.478 -0.318
*
```

Mulliken population analysis, charges in e, atoms 1 to 2:
1. Al 0.540
2. O -0.506

=====

Entry 5:
A molecular structure, C12H9N3S4SbTi in a non-equilibrium geometry, computed with wB97M-V/def2-TZVPD.

Values from the calculation:
- Gap between HOMO and LUMO: 6.11 eV

ORCA input file:
```
! wB97M-V def2-TZVPD RIJCOSX def2/J DEFGRID3
* xyz 1 1
Ti 2.380 -1.186 0.327
S 4.895 -3.914 2.630
Sb 5.070 -1.813 2.133
S 4.334 -1.750 -0.417
S 2.549 -0.909 2.453
N -1.259 0.472 -0.671
C -2.340 -0.473 -0.548
C -3.625 -0.003 -0.388
C -4.670 -0.908 -0.238
C -4.409 -2.268 -0.231
C -3.107 -2.732 -0.373
C -2.070 -1.830 -0.548
S -0.467 -2.456 -0.864
N 0.478 -1.061 -0.480
C 0.013 0.153 -0.484
C 1.023 1.261 -0.264
C 0.691 2.581 -0.132
C 1.730 3.508 0.002
C 3.031 3.069 0.006
C 3.282 1.704 -0.080
N 2.290 0.829 -0.205
H -1.510 1.445 -0.680
H -3.819 1.064 -0.380
H -5.681 -0.543 -0.121
H -5.216 -2.977 -0.109
H -2.900 -3.796 -0.361
H -0.333 2.927 -0.133
H 1.501 4.563 0.093
H 3.862 3.755 0.097
H 4.276 1.289 -0.037
*
```

Mulliken population analysis, charges in e, atoms 1 to 2:
1. Ti 0.808
2. S -0.477

=====

Entry 6:
A molecular structure, C47H48BrFN6O3S3SeSiSn in a non-equilibrium geometry, computed with wB97M-V/def2-TZVPD.

Values from the calculation:
- Gap between HOMO and LUMO: 4.10 eV

ORCA input file:
```
! wB97M-V def2-TZVPD RIJCOSX def2/J DEFGRID3
* xyz -2 1
Sn 0.027 -1.693 1.440
C 3.077 -1.307 3.614
O 2.375 -0.469 2.732
C 2.683 0.854 2.742
C 3.777 1.416 3.298
C 3.988 2.814 3.172
Br 5.552 3.551 3.991
C 3.156 3.621 2.457
C 2.006 3.091 1.851
C 1.605 1.687 2.145
O 0.962 1.028 1.153
C 1.107 3.846 1.083
N 0.076 3.339 0.408
C -0.556 4.381 -0.190
C -1.692 4.404 -0.988
C -2.119 5.627 -1.474
C -1.447 6.806 -1.178
C -0.312 6.806 -0.375
C 0.124 5.592 0.110
N 1.184 5.223 0.898
H 3.078 -0.885 4.624
H 4.106 -1.463 3.266
H 2.532 -2.250 3.619
H 4.513 0.820 3.814
H 3.393 4.671 2.332
H 0.301 1.664 0.782
H -2.221 3.491 -1.206
H -2.999 5.668 -2.101
H -1.814 7.743 -1.577
H 0.199 7.729 -0.133
H 1.823 5.840 1.365
C -3.558 -2.853 0.522
C -2.554 -3.924 0.226
C -2.898 -5.142 -0.335
C -1.875 -6.062 -0.582
C -0.582 -5.733 -0.287
C -0.288 -4.451 0.247
N -1.303 -3.601 0.501
N 0.918 -3.991 0.529
Si 2.358 -4.429 -0.245
C 3.666 -3.152 0.290
C 3.148 -6.155 0.095
C 2.086 -4.371 -2.142
H -4.510 -3.258 0.859
H -3.728 -2.260 -0.378
H -3.137 -2.208 1.291
H -3.928 -5.381 -0.561
H -2.113 -7.037 -1.002
H 0.236 -6.422 -0.438
H 4.217 -3.487 1.162
H 3.185 -2.213 0.540
H 4.376 -2.962 -0.510
H 3.258 -6.324 1.160
H 4.134 -6.232 -0.354
H 2.549 -6.971 -0.298
H 1.834 -3.354 -2.420
H 1.226 -4.983 -2.404
H 2.934 -4.711 -2.737
S -4.909 2.355 5.332
C -4.416 2.060 6.955
C -3.296 1.295 7.016
C -2.811 0.924 5.749
C -3.559 1.423 4.715
C -3.357 1.245 3.305
C -2.194 0.578 2.852
N -1.955 0.316 1.604
C -2.816 0.734 0.663
C -3.994 1.455 0.994
C -4.850 1.894 -0.056
C -4.557 1.638 -1.352
C -3.387 0.909 -1.717
C -3.051 0.622 -3.040
C -1.891 -0.099 -3.320
C -1.122 -0.529 -2.212
N -1.416 -0.271 -0.974
C -2.520 0.442 -0.695
C -1.479 -0.431 -4.654
C -2.160 -0.271 -5.839
C -1.462 -0.745 -6.960
C -0.242 -1.257 -6.640
S 0.077 -1.168 -4.946
C -4.259 1.682 2.345
H -4.988 2.481 7.757
H -2.823 1.000 7.937
H -1.955 0.290 5.603
H -1.448 0.244 3.552
H -5.738 2.452 0.209
H -5.210 1.982 -2.144
H -3.691 0.977 -3.836
H -0.218 -1.105 -2.366
H -3.140 0.167 -5.894
H -1.851 -0.715 -7.965
H 0.488 -1.696 -7.292
H -5.165 2.200 2.638
Se -0.540 -2.479 3.798
F 0.586 1.795 3.254
C 4.444 -1.684 -3.366
C 3.738 -0.352 -3.219
S 2.854 -0.284 -1.567
O 1.745 -1.209 -1.766
C 2.185 1.431 -1.849
C 3.246 2.435 -1.449
H 4.865 -1.798 -4.365
H 3.732 -2.485 -3.187
H 5.253 -1.775 -2.644
H 2.954 -0.250 -3.969
H 4.437 0.479 -3.280
H 1.315 1.520 -1.201
H 1.876 1.536 -2.890
H 3.508 2.288 -0.405
H 2.881 3.453 -1.565
H 4.147 2.321 -2.051
*
```

Mulliken population analysis, charges in e, atoms 1 to 2:
1. Sn 0.907
2. C -1.257

=====

Entry 7:
A molecular structure, C16H24BN9PtS2, computed with wB97M-V/def2-TZVPD.

Values from the calculation:
- <S²>: 2.02
- Gap between HOMO and LUMO (spin up / spin down): 6.79 / 5.76 eV

ORCA input file:
```
! wB97M-V def2-TZVPD RIJCOSX def2/J DEFGRID3
* xyz 0 3
Pt -0.326 1.121 0.361
C -0.678 -3.545 -0.447
N -1.853 -2.724 -0.243
C -3.029 -3.143 0.343
C -3.866 -2.089 0.314
N -3.220 -1.029 -0.296
B -4.030 0.281 -0.567
N -3.694 2.971 -0.852
C -3.806 3.373 -2.160
C -2.641 4.009 -2.536
N -1.752 3.992 -1.545
C -0.418 4.550 -1.559
C -2.356 3.467 -0.306
S -2.250 4.530 1.038
C -1.976 -1.430 -0.631
S -0.725 -0.561 -1.419
H -0.767 -4.436 0.170
H 0.212 -2.988 -0.163
H -0.581 -3.831 -1.493
H -3.155 -4.139 0.729
H -4.868 -1.988 0.690
H -5.311 -0.921 -1.946
H -4.848 0.370 0.315
H -4.672 3.174 -2.770
H -2.418 4.462 -3.490
H -0.130 4.758 -2.587
H 0.264 3.822 -1.117
H -0.399 5.455 -0.954
N -2.049 2.014 -0.100
C -3.205 1.643 -0.527
C -4.869 0.078 -1.995
C -4.009 0.135 -3.180
N -3.311 0.177 -4.091
C -5.970 1.031 -2.120
N -6.838 1.778 -2.204
C 4.128 -1.034 0.548
C 3.955 0.468 0.793
C 4.995 1.250 -0.001
C 4.096 0.789 2.279
N 2.650 0.982 0.315
N 1.513 0.268 0.837
H 5.130 -1.352 0.837
H 3.992 -1.273 -0.510
H 3.422 -1.627 1.134
H 6.000 0.972 0.316
H 4.860 2.321 0.152
H 4.910 1.039 -1.070
H 5.115 0.581 2.607
H 3.437 0.181 2.904
H 3.877 1.841 2.460
H 2.602 0.863 -0.692
H 1.625 0.226 1.846
H 1.490 -0.692 0.489
*
```

Mulliken population analysis, charges in e, atoms 1 to 2:
1. Pt 0.149
2. C -0.744

=====

Entry 8:
A molecular structure, C30H45EuN6S4Si2, computed with wB97M-V/def2-TZVPD.

Values from the calculation:
- <S²>: 12.05
- Gap between HOMO and LUMO (spin up / spin down): 6.07 / 6.74 eV

ORCA input file:
```
! wB97M-V def2-TZVPD RIJCOSX def2/J DEFGRID3
* xyz 0 7
Eu -0.525 0.271 0.322
S -2.687 1.575 1.819
C -4.164 1.397 0.920
C -5.112 2.439 0.932
C -6.307 2.348 0.248
C -6.619 1.203 -0.481
C -5.720 0.152 -0.491
C -4.513 0.236 0.200
S -3.411 -1.161 0.119
C -3.416 -1.682 1.887
C -2.085 -2.009 2.502
C -1.782 -3.303 2.919
C -0.636 -3.509 3.673
C 0.125 -2.419 4.059
C -0.243 -1.161 3.599
C 0.378 0.097 4.142
S 1.159 1.230 2.933
C 2.789 0.520 2.782
C 3.816 1.110 3.516
C 5.114 0.645 3.413
C 5.383 -0.415 2.553
C 4.367 -1.008 1.828
C 3.035 -0.571 1.935
S 1.776 -1.409 1.084
N -1.273 -0.984 2.773
H -4.861 3.327 1.498
H -7.004 3.177 0.276
H -7.556 1.129 -1.018
H -5.944 -0.758 -1.034
H -4.086 -2.537 1.967
H -3.829 -0.826 2.418
H -2.449 -4.120 2.678
H -0.366 -4.507 3.997
H 0.987 -2.541 4.702
H 1.110 -0.121 4.916
H -0.427 0.704 4.559
H 3.577 1.942 4.167
H 5.904 1.101 3.995
H 6.397 -0.784 2.453
H 4.575 -1.832 1.158
C 0.688 -4.781 -2.578
N 0.227 -4.209 -1.323
C 0.707 -4.781 -0.068
C -0.398 -2.993 -1.282
N -0.702 -2.328 -0.229
N -0.810 -2.545 -2.540
C -1.301 -1.315 -2.917
N -1.760 -1.318 -4.215
N -1.278 -0.277 -2.171
H 1.304 -5.647 -2.363
H 1.301 -4.077 -3.150
H -0.146 -5.127 -3.198
H 1.315 -5.654 -0.288
H -0.131 -5.102 0.557
H 1.314 -4.063 0.485
H -0.378 -2.790 0.612
H -0.726 -3.210 -3.286
H -2.005 -2.189 -4.651
H -2.299 -0.528 -4.517
H -1.670 0.524 -2.654
C -1.376 3.836 -0.337
Si 0.394 3.752 -0.993
C 0.234 4.416 -2.761
C 1.439 4.995 -0.021
C 1.085 2.013 -0.721
Si 2.343 1.323 -1.948
C 2.381 2.133 -3.662
C 4.094 1.515 -1.251
C 2.084 -0.509 -2.390
H -1.828 4.811 -0.532
H -1.413 3.667 0.737
H -2.014 3.083 -0.810
H -0.407 5.297 -2.755
H -0.219 3.681 -3.431
H 1.197 4.703 -3.188
H 1.022 6.000 -0.084
H 2.465 5.030 -0.399
H 1.487 4.714 1.034
H 1.640 2.091 0.231
H 2.732 3.166 -3.617
H 1.397 2.135 -4.136
H 3.063 1.579 -4.307
H 4.370 2.571 -1.181
H 4.820 1.020 -1.896
H 4.177 1.082 -0.250
H 1.220 -0.616 -3.049
H 1.926 -1.126 -1.504
H 2.957 -0.897 -2.920
*
```

Mulliken population analysis, charges in e, atoms 1 to 2:
1. Eu 0.589
2. S -0.258

=====

Entry 9:
A molecular structure, C6H9NO in a non-equilibrium geometry, computed with wB97M-V/def2-TZVPD.

Values from the calculation:
- Gap between HOMO and LUMO: 9.65 eV

ORCA input file:
```
! wB97M-V def2-TZVPD RIJCOSX def2/J DEFGRID3
* xyz 0 1
C 0.014 1.018 -0.031
C -1.162 0.038 -0.272
C 0.630 0.039 -1.071
C 0.569 -1.205 -0.409
C 0.451 -1.399 1.162
C -0.820 -1.311 0.318
H -0.370 3.016 0.733
H 0.769 2.933 -0.803
H 0.138 1.007 1.053
H -2.134 0.381 -0.065
H 1.519 0.377 -1.656
H 1.032 -2.013 -0.865
H 0.956 -0.697 1.742
H 0.742 -2.418 1.688
H -1.541 -2.069 0.470
N -0.104 2.472 -0.253
O -0.690 -0.169 -1.741
*
```

Mulliken population analysis, charges in e, atoms 1 to 2:
1. C -0.277
2. C -0.217

=====

Entry 10:
A molecular structure, C4H6LaLiO in a non-equilibrium geometry, computed with wB97M-V/def2-TZVPD.

Values from the calculation:
- Gap between HOMO and LUMO: 6.50 eV

ORCA input file:
```
! wB97M-V def2-TZVPD RIJCOSX def2/J DEFGRID3
* xyz 2 1
C 1.153 0.350 0.802
C 0.795 -0.552 1.779
H 0.881 1.400 0.945
H 1.846 0.056 0.006
H 0.404 -0.197 2.738
H 1.098 -1.603 1.696
Li 3.074 -0.032 2.463
O -2.951 0.333 -1.419
C -1.777 0.539 -2.045
C -0.638 -0.070 -1.617
La -2.293 -1.419 -0.139
H 0.240 0.013 -2.267
H -1.832 1.181 -2.943
*
```

Mulliken population analysis, charges in e, atoms 1 to 2:
1. C -0.380
2. C -1.509

=====

Entry 11:
2 unconnected molecules or ions with the total composition C27H52BNO5Si2 in a non-equilibrium geometry, computed with wB97M-V/def2-TZVPD.

Values from the calculation:
- SMILES string: CC(=O)OCCC[Si@@H](CCCCCCCC[Si](C)(C)c1ccccc1)B(O)N(C)C.CCOC(C)=O
- Gap between HOMO and LUMO: 9.03 eV

ORCA input file:
```
! wB97M-V def2-TZVPD RIJCOSX def2/J DEFGRID3
* xyz 0 1
C 9.642 2.641 2.392
C 8.141 2.491 2.585
O 7.639 2.840 3.645
O 7.452 1.957 1.563
C 6.030 2.137 1.662
C 5.354 1.944 0.307
C 4.965 0.464 0.026
Si 3.127 0.074 0.334
C 2.029 0.624 -1.112
C 0.561 0.113 -1.006
C -0.498 1.228 -1.086
C -1.889 0.670 -1.397
C -2.978 1.777 -1.463
C -3.687 1.989 -0.094
C -5.136 2.522 -0.346
C -6.216 1.421 -0.121
Si -7.597 1.961 1.064
C -8.693 3.325 0.343
C -6.735 2.623 2.637
C -8.531 0.406 1.598
C -8.531 -0.732 0.808
C -9.186 -1.864 1.228
C -9.834 -1.899 2.433
C -9.852 -0.764 3.207
C -9.208 0.377 2.803
B 2.948 -1.908 0.633
O 1.904 -2.633 0.033
N 3.875 -2.654 1.507
C 3.153 -2.864 2.784
C 4.236 -3.963 0.962
H 10.073 1.676 2.103
H 10.091 2.912 3.346
H 9.888 3.415 1.662
H 5.588 1.495 2.429
H 5.844 3.173 1.967
H 4.450 2.562 0.338
H 6.022 2.267 -0.497
H 5.595 -0.255 0.561
H 5.132 0.276 -1.047
H 2.750 0.850 1.548
H 2.004 1.717 -1.183
H 2.466 0.163 -2.007
H 0.393 -0.442 -0.074
H 0.360 -0.598 -1.817
H -0.218 1.949 -1.862
H -0.536 1.704 -0.097
H -2.212 -0.026 -0.614
H -1.898 0.130 -2.351
H -2.585 2.728 -1.833
H -3.743 1.406 -2.157
H -3.701 1.059 0.477
H -3.129 2.779 0.421
H -5.292 3.392 0.299
H -5.180 2.803 -1.400
H -6.677 1.200 -1.094
H -5.782 0.484 0.248
H -8.352 4.273 0.774
H -9.744 3.170 0.594
H -8.538 3.379 -0.740
H -6.753 1.827 3.391
H -7.281 3.481 3.040
H -5.682 2.834 2.435
H -8.002 -0.703 -0.140
H -9.166 -2.744 0.590
H -10.331 -2.802 2.769
H -10.376 -0.762 4.159
H -9.232 1.259 3.437
H 2.178 -2.705 -0.900
H 2.515 -2.017 3.058
H 3.841 -3.104 3.603
H 2.499 -3.744 2.657
H 4.799 -3.803 0.035
H 4.847 -4.523 1.679
H 3.375 -4.603 0.714
C 6.258 -2.101 -3.629
C 5.651 -3.427 -3.220
O 4.268 -3.289 -2.877
C 3.263 -3.355 -3.772
C 3.579 -3.262 -5.245
O 2.133 -3.408 -3.371
H 5.785 -1.704 -4.528
H 7.325 -2.211 -3.820
H 6.117 -1.362 -2.839
H 5.790 -4.199 -3.977
H 6.143 -3.788 -2.317
H 3.570 -2.215 -5.545
H 2.804 -3.795 -5.792
H 4.528 -3.716 -5.520
*
```

Mulliken population analysis, charges in e, atoms 1 to 2:
1. C -1.000
2. C 0.709

=====

Entry 12:
A molecular structure, C3H6N4O2 in a non-equilibrium geometry, computed with wB97M-V/def2-TZVPD.

Values from the calculation:
- Gap between HOMO and LUMO: 9.72 eV

ORCA input file:
```
! wB97M-V def2-TZVPD RIJCOSX def2/J DEFGRID3
* xyz 0 1
C -0.034 0.619 0.133
C 2.172 0.980 -0.898
C 1.883 1.476 0.761
H 0.120 -0.094 -1.651
H 2.341 2.035 -1.614
H 3.104 -0.177 -0.689
H 2.459 2.494 0.887
H 2.570 0.817 1.426
H 0.379 1.165 2.182
N -1.417 -1.314 -0.010
N -0.944 -0.119 0.630
N 0.635 0.406 -0.877
N 0.325 1.625 0.968
O -1.044 -1.561 -1.273
O -2.117 -2.048 0.586
*
```

Mulliken population analysis, charges in e, atoms 1 to 2:
1. C 0.511
2. C -0.498